#one
# C5H10N3

An isolated ion of composition C5H10N3 and charge +1 (ωB97M-V/def2-TZVPD, OMol25).

Results
* spin multiplicity: 1
* LUMO energy: -4.2 eV
* structure (SMILES): [H]/N=C\C/C(=N/[H])C(=C)[NH3+]
* charge: +1
* molecular weight: 112.16 Da
* HOMO energy: -14.06 eV

Atoms and positions in Å:
C: -1.906 -0.082 0.158
C: 0.299 -0.998 -0.222
C: -1.024 -1.142 0.521
C: 0.992 0.326 -0.024
C: 2.257 0.525 -0.261
N: -2.074 0.619 -0.895
N: 0.664 -1.909 -1.063
N: 0.145 1.345 0.633
H: -2.382 0.478 1.068
H: -0.662 -1.238 1.527
H: -1.481 -2.049 0.208
H: 2.910 -0.338 -0.728
H: -1.646 0.237 -1.751
H: 2.747 1.410 -0.128
H: 1.493 -1.942 -1.614
H: -0.262 0.930 1.464
H: -0.705 1.665 0.103
H: 0.633 2.164 1.006

#two
# C5H10N3

An isolated ion of composition C5H10N3 and charge +1 (ωB97M-V/def2-TZVPD, OMol25).

Results
* spin multiplicity: 1
* LUMO energy (spin up / spin down): -6.7 / -6.6 eV
* charge: +1
* molecular weight: 112.16 Da
* HOMO energy (spin up / spin down): -13.74 / -13.48 eV

Atoms and positions in Å:
C: -0.245 -0.210 1.179
C: -0.268 -0.481 -0.224
C: 0.335 0.992 1.694
C: -0.832 -1.850 -0.642
C: 0.175 0.668 -2.302
N: 0.822 1.846 0.896
N: 0.138 0.318 -1.058
N: 0.152 1.414 3.084
H: -0.720 -1.024 1.738
H: -1.409 -1.803 -1.578
H: -0.096 -2.664 -0.887
H: -1.607 -2.325 0.090
H: -0.518 0.227 -3.010
H: 0.071 1.720 -2.341
H: 1.262 0.601 -2.717
H: 1.563 2.421 1.330
H: -0.119 0.842 3.895
H: 0.689 2.165 3.433

#three
# C5H10N3

C5H10N3 as an isolated structure (ωB97M-V/def2-TZVPD, OMol25).

Results
* spin multiplicity: 1
* LUMO energy: -3.7 eV
* charge: +1
* molecular weight: 112.16 Da
* HOMO energy: -14.24 eV

Atoms and positions in Å:
C: 0.699 -0.903 2.438
N: -0.201 -1.457 1.379
H: 0.337 0.084 2.771
H: 1.725 -0.789 2.049
H: 0.727 -1.580 3.309
H: -1.169 -1.567 1.742
H: -0.231 -0.823 0.555
H: 0.136 -2.389 1.062
N: 0.718 2.086 -1.145
N: -0.168 0.010 -0.333
C: 0.580 1.115 -0.233
C: 0.026 1.922 -2.280
C: -0.851 -0.130 -1.478
C: -0.785 0.814 -2.497
H: 1.143 1.240 0.701
H: 0.130 2.711 -3.036
H: -1.469 -1.033 -1.573
H: -1.349 0.689 -3.431

#four
# C5H10N3

An isolated ion of composition C5H10N3 and charge +1 (ωB97M-V/def2-TZVPD, OMol25).

Results
* spin multiplicity: 1
* LUMO energy: -3.3 eV
* structure (SMILES): C[C@H](N)[n+]1cc[nH]c1
* charge: +1
* molecular weight: 112.16 Da
* HOMO energy: -14.16 eV

Atoms and positions in Å:
C: 2.154 0.619 -0.749
C: 0.795 0.582 -0.898
C: 1.323 -0.765 0.801
C: -1.956 -0.550 -0.928
C: -1.161 -0.356 0.509
N: 2.479 -0.233 0.335
N: 0.306 -0.281 0.055
N: -1.633 0.770 1.193
H: 2.908 1.081 -1.500
H: 0.292 1.325 -1.588
H: 1.326 -1.490 1.604
H: -1.562 0.338 -1.513
H: -1.736 -1.594 -1.210
H: -2.940 -0.370 -0.735
H: -1.139 -1.197 1.149
H: 3.350 -0.370 0.859
H: -1.092 0.894 2.016
H: -1.713 1.599 0.599

What is the stability order? It is #four, #three, #one, #two, from most stable to least stable.

#one
# C5H10N3

An isolated ion of composition C5H10N3 and charge +1 (ωB97M-V/def2-TZVPD, OMol25).

Results
* spin multiplicity: 1
* LUMO energy (spin up / spin down): -6.0 / -6.0 eV
* structure (SMILES): C/C=N/N=C\[NH+]=C\C
* charge: +1
* molecular weight: 112.16 Da
* HOMO energy (spin up / spin down): -13.61 / -13.61 eV

Atoms and positions in Å:
C: 2.335 -0.212 -0.453
C: -0.291 -0.608 0.973
C: 0.087 0.449 -0.752
C: -0.871 0.403 1.947
C: -1.280 0.303 -1.423
N: 2.010 -0.816 0.622
N: 0.934 -1.114 1.118
N: 1.307 0.009 -1.345
H: 3.368 -0.177 -0.879
H: -0.917 -1.402 0.586
H: 0.084 1.193 0.131
H: -0.244 1.235 2.159
H: -1.130 -0.180 2.899
H: -1.743 0.931 1.567
H: -2.008 0.861 -0.894
H: -1.522 -0.793 -1.434
H: -1.307 0.510 -2.592
H: 1.190 -0.592 -2.230

#two
# C5H10N3

An isolated ion of composition C5H10N3 and charge +1 (ωB97M-V/def2-TZVPD, OMol25).

Results
* spin multiplicity: 1
* LUMO energy (spin up / spin down): -6.5 / -6.5 eV
* charge: +1
* molecular weight: 112.16 Da
* HOMO energy (spin up / spin down): -13.75 / -13.78 eV

Atoms and positions in Å:
C: 0.751 -0.870 0.260
C: -0.563 -0.469 0.230
C: 1.761 0.151 0.122
C: -1.567 -1.548 -0.029
C: -1.774 1.577 -0.332
N: 1.310 1.344 -0.127
N: -0.875 0.828 0.470
N: 3.023 -0.282 0.226
H: 0.977 -1.892 0.219
H: -1.609 -2.014 -0.990
H: -1.486 -2.282 0.747
H: -2.628 -1.088 -0.005
H: -1.410 1.708 -1.329
H: -2.633 0.887 -0.780
H: -1.925 2.508 0.141
H: 1.615 2.281 0.073
H: 3.168 -1.151 0.581
H: 3.866 0.311 0.523

What is the stability order? It is #two, #one, from most stable to least stable.

#one
# C5H10N3

C5H10N3 as an isolated structure (ωB97M-V/def2-TZVPD, OMol25).

Results
* spin multiplicity: 1
* LUMO energy: -3.7 eV
* charge: +1
* molecular weight: 112.16 Da
* HOMO energy: -14.06 eV

Atoms and positions in Å:
C: 1.549 1.150 -0.479
C: -1.361 1.028 -0.395
C: 1.903 0.743 0.931
C: 0.670 -0.781 -0.168
C: -2.058 -1.261 -0.380
N: 0.976 0.243 -1.102
N: 1.199 -0.529 0.998
N: -1.143 -0.178 -0.154
H: 1.939 1.877 -1.140
H: -2.425 1.347 -0.596
H: -0.503 1.655 -0.390
H: 3.017 0.675 1.060
H: 1.606 1.513 1.664
H: 0.224 -1.771 -0.409
H: -1.758 -1.899 -1.193
H: -3.052 -0.842 -0.531
H: -2.168 -1.834 0.467
H: 1.384 -1.134 1.818

#two
# C5H10N3

An isolated ion of composition C5H10N3 and charge +1 (ωB97M-V/def2-TZVPD, OMol25).

Results
* spin multiplicity: 1
* LUMO energy (spin up / spin down): -5.4 / -5.4 eV
* structure (SMILES): C\C=N/N=C\[NH+]=C\C
* charge: +1
* molecular weight: 112.16 Da
* HOMO energy (spin up / spin down): -13.52 / -13.52 eV

Atoms and positions in Å:
C: 0.223 1.920 0.558
C: 1.797 -0.715 -0.608
C: -1.137 0.320 -0.636
C: 1.940 -1.360 0.750
C: -2.477 -0.362 -0.700
N: 1.402 1.451 0.186
N: 1.629 0.508 -0.674
N: -0.972 1.308 0.214
H: 0.107 2.703 1.240
H: 2.264 -1.354 -1.361
H: -0.242 -0.058 -1.067
H: 2.174 -0.601 1.439
H: 2.675 -2.172 0.739
H: 0.921 -1.852 1.054
H: -2.929 0.194 0.132
H: -2.523 -1.448 -0.426
H: -3.026 -0.177 -1.613
H: -1.825 1.696 0.773

What is the stability order? It is #one, #two, from most stable to least stable.

#one
# C5H10N3

An isolated ion of composition C5H10N3 and charge +1 (ωB97M-V/def2-TZVPD, OMol25).

Results
* spin multiplicity: 1
* LUMO energy: -2.8 eV
* structure (SMILES): NCCc1c[nH]c[nH+]1
* charge: +1
* molecular weight: 112.16 Da
* HOMO energy: -13.85 eV

Atoms and positions in Å:
C: 1.824 -0.144 0.653
C: 1.058 -0.698 -0.561
C: -0.313 -0.151 -0.692
C: -1.123 -0.025 -1.755
N: -2.270 0.597 -1.294
C: -2.127 0.899 -0.020
N: -0.942 0.464 0.365
N: 1.074 -0.403 1.891
H: 1.922 0.940 0.597
H: 2.823 -0.495 0.651
H: 1.109 -1.787 -0.468
H: 1.681 -0.505 -1.428
H: -1.008 -0.311 -2.782
H: -3.010 1.028 -1.854
H: -2.703 1.545 0.568
H: -0.536 0.260 1.287
H: 1.140 -1.362 2.177
H: 1.402 0.148 2.664

#two
# C5H10N3

C5H10N3 as an isolated structure (ωB97M-V/def2-TZVPD, OMol25).

Results
* spin multiplicity: 1
* LUMO energy (spin up / spin down): -4.5 / -4.5 eV
* charge: +1
* molecular weight: 112.16 Da
* HOMO energy (spin up / spin down): -12.67 / -12.67 eV

Atoms and positions in Å:
C: 1.202 -0.109 -1.140
C: 0.001 0.451 -1.046
C: 1.649 -0.709 0.163
C: -1.878 -0.618 -0.103
C: -1.051 1.625 0.759
N: 0.139 -0.346 1.209
N: 2.685 -1.438 0.464
N: -0.651 0.248 0.241
H: 1.912 -0.105 -1.972
H: -0.457 0.853 -1.901
H: -1.962 -1.311 0.784
H: -2.823 -0.056 -0.478
H: -1.740 -1.133 -1.025
H: -1.655 1.737 1.689
H: -0.029 2.075 0.959
H: -1.620 2.203 -0.024
H: 3.485 -1.673 -0.114
H: 2.793 -1.696 1.536

#three
# C5H10N3

C5H10N3 as an isolated structure (ωB97M-V/def2-TZVPD, OMol25).

Results
* spin multiplicity: 1
* LUMO energy: -4.0 eV
* charge: +1
* molecular weight: 112.16 Da
* HOMO energy: -13.51 eV

Atoms and positions in Å:
C: -0.881 -0.246 1.430
C: -1.951 0.612 0.882
C: -0.010 -0.799 0.669
C: -1.197 0.409 -1.386
C: 1.067 -1.678 0.394
N: -2.131 0.779 -0.308
N: 0.165 0.161 -0.998
N: 0.857 1.405 -0.459
H: -1.217 -0.470 2.416
H: -2.732 0.820 1.523
H: -1.519 -0.626 -1.824
H: -1.311 1.193 -2.125
H: 1.077 -1.835 -0.725
H: 0.792 -2.618 0.800
H: 1.955 -1.343 0.858
H: 0.736 1.680 0.676
H: 0.472 2.116 -1.038
H: 1.873 1.427 -0.606

What is the stability order? It is #one, #three, #two, from most stable to least stable.

#one
# C6H12NO

An isolated ion of composition C6H12NO and charge +1 (ωB97M-V/def2-TZVPD, OMol25).

Results
* spin multiplicity: 1
* LUMO energy (spin up / spin down): -4.5 / -4.5 eV
* charge: +1
* molecular weight: 114.17 Da
* HOMO energy (spin up / spin down): -12.51 / -12.51 eV

Atoms and positions in Å:
C: 1.935 0.251 -0.563
C: 1.292 -0.177 0.607
C: -1.104 -0.199 0.529
C: -2.391 -0.953 2.574
C: 2.386 1.022 -2.915
C: -2.400 -0.482 1.139
N: 1.497 0.645 -1.786
O: -0.015 -0.416 1.009
H: 3.048 0.254 -0.335
H: 1.874 -0.507 1.444
H: -1.146 0.198 -0.481
H: -3.492 -0.930 2.871
H: -2.097 -0.172 3.254
H: -1.994 -2.013 2.715
H: 3.485 0.894 -2.608
H: 2.266 0.392 -3.693
H: 2.103 2.014 -3.242
H: -2.833 0.544 1.039
H: -2.948 -0.995 0.299
H: 0.535 0.629 -1.855

#two
# C6H12NO

An isolated ion of composition C6H12NO and charge +1 (ωB97M-V/def2-TZVPD, OMol25).

Results
* spin multiplicity: 1
* LUMO energy: -3.6 eV
* structure (SMILES): [NH3+]CC/C=C/C=C/O
* charge: +1
* molecular weight: 114.17 Da
* HOMO energy: -11.17 eV

Atoms and positions in Å:
C: 1.836 -1.447 1.104
C: 0.786 -1.459 0.006
C: -0.227 -0.373 0.218
C: -0.845 0.307 -0.740
C: -2.112 0.960 -0.429
C: -2.646 1.957 -1.187
O: -3.733 2.477 -0.568
N: 2.879 -0.363 0.734
H: 2.346 -2.423 1.200
H: 1.350 -1.120 2.005
H: 1.284 -1.466 -1.005
H: 0.234 -2.411 0.052
H: -0.581 -0.337 1.268
H: -0.522 0.440 -1.802
H: -2.585 0.659 0.481
H: -2.257 2.261 -2.147
H: -4.428 2.801 -1.161
H: 3.488 -0.827 0.019
H: 3.311 -0.093 1.638
H: 2.421 0.459 0.318

What is the stability order? It is #two, #one, from most stable to least stable.